(1)
Computed, not measured: a cluster of 2 separate species, C5H13NO in total in a non-equilibrium geometry, with ωB97M-V/def2-TZVPD.

The geometry in XYZ format:
```
20
Properties=species:S:1:pos:R:3:mulliken_charge:R:1
C -1.704 1.115 -0.791 -0.395
C -2.001 0.385 -2.072 -1.121
H -1.612 2.216 -0.745 0.330
H -2.551 1.146 -0.120 0.329
H -0.755 0.660 -0.489 -0.227
H -1.132 0.557 -2.765 0.253
H -1.732 -0.716 -2.039 0.290
H -2.837 0.619 -2.525 0.439
C 1.278 0.083 0.980 -0.134
C 1.889 0.322 -0.314 -1.211
C 1.150 -1.359 1.238 0.752
O 1.730 -2.396 1.036 -0.561
N 0.044 -1.612 2.232 -0.451
H 1.841 0.598 1.761 0.326
H 0.123 0.468 1.015 0.052
H 1.859 -0.322 -1.221 0.354
H 2.986 -0.111 0.050 0.281
H -0.207 -2.386 2.894 0.212
H -0.445 -0.627 2.583 0.200
H 2.076 1.359 -0.708 0.280
```

Output
- SMILES = CCC(N)=O.CC
- total charge = 0
- energy relative to the best compared isomer or geometry (same formula, charge and spin) (kcal per mole) = 82.58
- LUMO level (eV) = 0.827

***

(2)
Computed, not measured: a structure of composition C4H15BrNO2PSi2 in a non-equilibrium geometry, with ωB97M-V/def2-TZVPD.

The geometry in XYZ format:
```
26
Properties=species:S:1:pos:R:3:mulliken_charge:R:1
N 1.629 -1.859 0.696 -0.520
C 1.492 -1.095 -0.603 -0.234
C 2.417 0.252 -0.721 -0.424
C 2.039 1.454 0.327 -0.619
C 0.453 1.560 0.726 -0.483
Si -0.715 2.066 -0.733 0.506
O -1.625 0.677 -1.403 -0.352
Si -2.680 -0.017 -0.150 0.560
P -2.878 -2.210 -0.519 0.320
O -2.449 -3.130 0.903 -0.486
Br -5.106 -2.546 -1.021 -0.266
H 1.596 -1.243 1.538 0.209
H 2.474 -2.480 0.686 0.250
H 0.350 -0.938 -0.805 -0.091
H 1.873 -1.835 -1.460 0.351
H 2.406 0.707 -1.808 0.277
H 3.540 -0.099 -0.520 0.266
H 2.505 2.470 -0.083 0.279
H 2.627 1.228 1.340 0.281
H 0.369 2.443 1.525 0.348
H 0.098 0.577 1.301 0.127
H -0.032 2.789 -1.810 -0.159
H -1.752 2.941 -0.132 -0.152
H -3.998 0.641 -0.210 -0.174
H -2.175 0.194 1.204 -0.139
H -2.456 -2.550 1.733 0.326
```

Output
- total charge = 0
- LUMO level (eV) = -0.242